No. 1
Here is a structure of composition C19H53KN3O22S5 at a distorted geometry from the OMol25 dataset. Energies are from wB97M-V/def2-TZVPD.

Positions of all 103 atoms, in Å:
K -0.0172 -0.2757 -0.2214
C 2.8228 0.7319 -1.9749
O 2.4903 0.8632 -0.6508
H 2.0633 1.2630 -2.5488
H 3.8294 1.0896 -2.1914
H 2.7710 -0.3270 -2.2281
H 3.0940 0.3628 -0.0970
O -1.6472 3.3603 3.1317
S -1.8993 3.0123 1.6898
O -1.0695 2.0416 1.0507
O -3.5286 2.5858 1.4691
C -4.5091 2.8846 2.4593
C -4.4776 1.7131 3.4399
C -1.8943 4.6267 0.7644
H -5.5278 3.1430 2.1702
H -4.3760 3.8579 2.9316
H -3.5840 1.6810 4.0631
H -4.5221 0.8687 2.7521
H -5.3710 1.7280 4.0642
H -0.9352 4.8647 0.3045
H -2.4560 5.3716 1.3281
H -2.4990 4.3063 -0.0840
O 0.6534 -0.7417 -4.7916
S 0.4809 -1.9085 -3.8900
O 0.1458 -1.7622 -2.5125
O -0.6479 -3.0025 -4.5557
C -1.0958 -2.7706 -5.9407
C -2.3309 -3.5530 -6.2619
C 1.9820 -2.9123 -4.0049
H -0.2307 -3.1550 -6.4811
H -1.2431 -1.6921 -5.9975
H -2.3377 -4.6219 -6.0485
H -2.5400 -3.4057 -7.3215
H -3.2062 -3.0371 -5.8672
H 2.0618 -3.3087 -5.0172
H 1.9099 -3.7047 -3.2599
H 2.8747 -2.3836 -3.6708
O 1.9821 -2.3150 -0.2400
S 3.4349 -2.6028 -0.1727
O 4.1448 -3.2452 -1.2799
O 4.2711 -1.2280 0.3274
C 5.7307 -1.1453 0.2490
C 6.2099 -0.0506 -0.8360
C 3.6814 -3.6508 1.2436
H 6.3060 -2.0657 0.1490
H 6.1286 -0.7877 1.1987
H 7.2989 -0.0138 -0.8646
H 5.8179 0.9389 -0.6010
H 5.9456 -0.3704 -1.8439
H 3.1372 -4.5691 1.0230
H 3.1183 -3.2467 2.0849
H 4.7545 -3.6100 1.4303
O -4.8303 -3.1632 1.8883
S -3.7602 -3.8521 1.0950
O -4.0419 -4.1212 -0.3289
O -2.4397 -2.9131 1.3252
C -2.1077 -2.4756 2.6457
C -2.7283 -1.1250 2.8198
C -3.2895 -5.4454 1.9046
H -1.0576 -2.4938 2.9375
H -2.5578 -3.0250 3.4725
H -3.7409 -1.0211 2.4299
H -2.1897 -0.2695 2.4123
H -2.8481 -0.9169 3.8830
H -2.4211 -5.8302 1.3698
H -4.1602 -6.0971 1.8328
H -3.0795 -5.4226 2.9739
O 1.2587 -0.3472 2.1535
S 1.6583 -0.1745 3.5499
O 1.7349 -1.4115 4.3241
O 3.1795 0.5898 3.5583
C 3.9220 0.5526 4.7435
C 3.9160 1.8986 5.3925
C 0.6278 1.1378 4.2821
H 4.9197 0.1872 4.5004
H 3.5361 -0.1757 5.4567
H 4.1730 2.7191 4.7226
H 4.5983 1.8814 6.2424
H 2.9661 2.1277 5.8755
H 1.1494 2.0846 4.1425
H 0.3713 0.7801 5.2793
H -0.3416 1.0841 3.7865
C -1.6992 2.1468 -4.3866
N -1.3329 2.8074 -3.1093
O -1.7120 3.9202 -2.9517
O -0.6521 2.1418 -2.3945
H -2.7558 1.8801 -4.4072
H -1.2434 1.1579 -4.4357
H -1.4742 2.7506 -5.2657
C 1.5439 4.7856 -2.5534
N 2.0296 6.0377 -1.9719
O 1.1873 6.7959 -1.5132
O 3.2072 6.2646 -1.9101
H 1.5147 4.0361 -1.7625
H 2.2984 4.3833 -3.2294
H 0.5942 4.8778 -3.0804
C -5.0806 0.1541 -0.5875
N -3.6343 0.1266 -1.0084
O -2.8375 0.0679 -0.1346
O -3.4792 0.4639 -2.1809
H -5.6491 -0.3936 -1.3390
H -5.2933 1.2097 -0.7567
H -5.1433 -0.2079 0.4387

Its strongest force on any atom is 4.8 eV/Å. The value obtained for the HOMO-LUMO gap is 10.50 eV. Its calculated total energy is -140561.95303 eV. Its net charge is +1.

---

No. 2
Here is a cluster of 9 separate species, C19H56O9 in total at a distorted geometry from the OMol25 dataset. Energies are from wB97M-V/def2-TZVPD.

Positions of all 84 atoms, in Å:
C 42.6588 6.3339 43.2435
C 41.8742 7.3512 44.1399
C 42.4549 8.7987 44.0724
O 40.5937 7.3001 43.8519
H 42.2384 5.3244 43.2392
H 43.7118 6.0685 43.4950
H 42.7579 6.5593 42.2708
H 42.0233 7.0347 45.2477
H 42.3452 9.4205 43.1442
H 43.5218 8.8814 44.6422
H 41.7935 9.3238 44.6687
H 40.2496 6.6000 44.5210
C 45.4344 7.4124 47.5661
C 45.9186 6.3173 46.6997
C 45.1075 5.0341 46.5858
O 46.3625 6.7179 45.4757
H 46.1950 8.1147 48.0270
H 45.1208 6.8633 48.4746
H 44.6383 8.0359 47.0766
H 46.8339 5.8289 47.0496
H 44.9452 4.6746 47.5325
H 45.6894 4.3102 46.0722
H 44.0805 5.2018 46.2509
H 46.7660 6.0020 44.9810
C 42.2175 10.8545 47.4145
C 43.2757 11.6014 46.4224
C 42.7662 13.1738 46.4179
O 44.5598 11.3897 47.0057
H 41.9400 11.4884 48.0620
H 42.5245 9.9123 47.6623
H 41.2045 10.7663 46.9863
H 43.2285 11.2836 45.3643
H 43.3528 13.8348 45.7172
H 42.7126 13.6973 47.3998
H 41.7967 13.2520 46.1278
H 45.0922 11.2689 46.3073
C 39.7505 2.1246 47.3414
C 41.1042 2.8140 47.2188
C 41.5535 2.8104 45.7086
O 41.0955 4.0712 47.5170
H 39.7262 1.4073 46.6803
H 38.8415 2.8275 47.0768
H 39.7268 2.0028 48.4628
H 41.9876 2.4256 47.6723
H 40.7283 3.4425 45.1556
H 41.7004 1.8035 45.3679
H 42.4359 3.2201 45.5715
H 41.0192 4.0113 48.4457
C 43.1764 5.4589 50.8307
C 41.9605 4.5081 51.1704
C 40.6784 5.1634 50.9326
O 42.1483 3.3985 50.3105
H 44.1860 5.1237 50.9407
H 43.1626 6.3669 51.5004
H 43.2159 5.7987 49.6426
H 42.1878 4.2038 52.2598
H 40.5468 5.7506 49.9641
H 40.5141 6.0600 51.5988
H 39.9025 4.5418 51.2457
H 41.6212 2.7143 50.6172
C 46.7093 10.0424 44.6019
O 45.6532 9.3180 45.0845
H 47.4823 10.4324 45.4047
H 46.3639 10.7643 43.9150
H 47.2296 9.4321 43.9294
H 46.1131 8.5495 45.1826
C 47.2115 1.4706 45.3301
O 47.4813 1.8919 44.0278
H 46.1843 1.0276 45.4585
H 47.0967 2.5054 45.8962
H 47.7993 0.8556 45.6632
H 47.2996 1.1925 43.4798
C 47.7056 9.1799 50.4025
O 46.7930 9.8799 51.2333
H 48.6870 9.2585 50.7166
H 47.7410 9.5436 49.3436
H 47.5974 8.2183 50.1950
H 46.1538 10.2110 50.5508
C 46.7292 4.7404 42.4645
O 47.0002 4.5472 43.7636
H 45.6910 5.2646 42.3493
H 46.6322 3.7690 41.9226
H 47.4751 5.4455 41.8196
H 47.1100 3.5631 43.7232

Its strongest force on any atom is 12.2 eV/Å. The value obtained for the HOMO-LUMO gap is 9.71 eV. The energy above the lowest of the compared OMol25 structures with the same formula, charge and spin comes out at 12.3790 eV. Its calculated total energy is -39027.42776 eV. The SMILES is CC(C)O.CC(C)O.CC(C)O.CC(C)O.CC(C)O.CO.CO.CO.CO.

---

No. 3
Here is a structure of composition C19H57O10Y at a distorted geometry from the OMol25 dataset. Energies are from wB97M-V/def2-TZVPD.

Positions of all 87 atoms, in Å:
Y -2.9445 -2.5678 0.7062
C -0.1037 -0.5567 -0.0658
O -1.2592 -1.3482 0.0439
H -0.4136 0.4672 -0.2921
H 0.4151 -0.5146 0.9004
H 0.6095 -0.8731 -0.8289
C -4.8027 0.3260 3.6226
C -4.8883 -0.2637 2.2314
O -3.5512 -0.4970 1.6459
H -5.7952 0.6631 3.9201
H -4.2037 1.2369 3.5571
H -4.3826 -0.3615 4.3498
H -5.4279 0.4125 1.5685
H -5.3870 -1.2431 2.2075
H -3.0316 0.3485 1.7444
C -0.9802 -3.1072 4.9831
C -1.8516 -2.0966 4.2476
O -1.6161 -2.1475 2.7989
H -0.1034 -2.6838 5.4656
H -0.6088 -3.8358 4.2588
H -1.5697 -3.6790 5.6964
H -1.7805 -1.0668 4.5906
H -2.8978 -2.3886 4.3659
H -0.9571 -1.4954 2.5274
C 2.6563 -0.1315 3.0519
C 3.8515 0.4319 3.8239
O 4.6885 -0.5956 4.2921
H 2.0265 -0.7686 3.6812
H 2.9861 -0.7080 2.1841
H 2.0573 0.6795 2.6215
H 3.5133 1.0926 4.6222
H 4.3951 0.9993 3.0668
H 4.4636 -0.8361 5.1938
C 1.7468 2.9655 0.5938
C 3.1850 3.0223 1.0834
O 3.1480 3.5589 2.3919
H 1.5598 3.0655 -0.4747
H 1.1982 3.8088 1.0270
H 1.2349 2.0678 0.9613
H 3.7153 3.6724 0.3800
H 3.6088 2.0127 1.0687
H 4.0374 3.7564 2.7008
C 2.9613 1.2836 -2.5951
C 4.4865 1.2557 -2.4609
O 4.9289 -0.0593 -2.1155
H 2.7255 2.2633 -3.0127
H 2.5194 1.1666 -1.6050
H 2.6515 0.4681 -3.2445
H 4.8081 1.9579 -1.6931
H 4.8960 1.5609 -3.4269
H 5.3220 -0.5049 -2.8687
C 2.1224 -2.4208 -2.8340
C 3.0261 -3.1799 -3.7867
O 2.2889 -4.0632 -4.6143
H 2.6738 -1.7185 -2.2047
H 1.4175 -3.0476 -2.2872
H 1.4851 -1.7431 -3.4269
H 3.7920 -3.6855 -3.1949
H 3.5818 -2.4782 -4.4168
H 2.0786 -3.6058 -5.4319
C -1.0616 3.2529 -4.4826
C -1.1277 2.1667 -3.4449
O -0.2964 2.5381 -2.3270
H -1.1726 4.2389 -4.0428
H -1.8244 2.9988 -5.2202
H -0.1037 3.2319 -5.0045
H -0.8414 1.2055 -3.8796
H -2.1420 2.1533 -3.0253
H -0.4273 1.9091 -1.6141
C -3.6026 2.3190 -0.2944
C -3.0527 2.9562 0.9672
O -2.3441 1.9939 1.7697
H -4.4382 1.6433 -0.0932
H -2.8064 1.7402 -0.7733
H -3.9071 3.0785 -1.0089
H -3.8437 3.4436 1.5411
H -2.3554 3.7190 0.6108
H -1.8527 2.4632 2.4520
C -1.6544 -2.8242 -3.1843
C -1.6410 -4.0124 -2.2566
O -2.7302 -3.9374 -1.2510
H -0.8485 -2.8292 -3.9144
H -1.6678 -1.8599 -2.6660
H -2.5779 -2.7843 -3.7816
H -0.6925 -4.0534 -1.7301
H -1.7702 -4.9056 -2.8643
H -3.5236 -4.1167 -1.7766

Its strongest force on any atom is 6.0 eV/Å. The value obtained for the HOMO-LUMO gap is 5.68 eV. The energy above the lowest of the compared OMol25 structures with the same formula, charge and spin comes out at 0.0000 eV. Its calculated total energy is -42129.76799 eV. Its net charge is +2.

---

No. 4
Here is a structure of composition C19H57O25P6Pb at a distorted geometry from the OMol25 dataset. Energies are from wB97M-V/def2-TZVPD.

Positions of all 108 atoms, in Å:
Pb -11.2036 13.6701 -23.3654
C -14.0391 11.3771 -22.8208
O -13.5253 12.6904 -22.7598
H -15.0035 11.2088 -23.3001
H -13.3953 10.7085 -23.3923
H -14.1467 10.8882 -21.8525
C -14.0733 9.2564 -26.4207
O -13.9422 8.7356 -27.7431
P -13.4069 7.2189 -28.1533
O -13.2750 6.9788 -29.6299
O -11.9292 7.2223 -27.3627
C -10.7443 7.5044 -27.9885
O -14.3224 6.1214 -27.4210
C -13.5716 5.0557 -26.7786
H -14.1716 8.4628 -25.6800
H -14.7622 10.0842 -26.2523
H -13.2338 9.8707 -26.0953
H -10.6003 8.5786 -27.8731
H -10.6798 7.4588 -29.0756
H -9.9638 6.9404 -27.4779
H -14.0816 4.5249 -25.9747
H -12.6635 5.3855 -26.2739
H -13.4048 4.1881 -27.4170
C -15.8746 5.6408 -17.9458
O -16.0681 5.1320 -19.2585
P -15.3534 5.9060 -20.4894
O -13.8967 6.0793 -20.4250
O -15.7641 4.9644 -21.7415
C -17.0741 4.5462 -22.1192
O -16.2551 7.1954 -20.8666
C -15.6736 8.3377 -21.4768
H -16.7286 6.2871 -17.7426
H -14.9519 6.2210 -17.9537
H -15.8380 4.7595 -17.3055
H -17.2413 4.6543 -23.1908
H -17.9124 5.1377 -21.7509
H -17.2551 3.5418 -21.7364
H -15.6006 9.1900 -20.8012
H -16.3295 8.8229 -22.1995
H -14.6749 8.2389 -21.9023
C -13.0920 10.0060 -18.5888
O -13.9001 10.4418 -17.5696
P -13.6801 9.5159 -16.2966
O -12.4072 9.8905 -15.6419
O -15.0310 9.7297 -15.4254
C -15.0658 9.8436 -13.9766
O -13.8488 8.0874 -16.9078
C -13.1176 6.9564 -16.3162
H -13.6256 9.6301 -19.4617
H -12.1589 9.4470 -18.5189
H -12.6452 10.9574 -18.8774
H -15.7839 9.1981 -13.4708
H -15.2918 10.8552 -13.6392
H -14.1530 9.4690 -13.5134
H -12.8328 6.3073 -17.1442
H -13.6123 6.3721 -15.5402
H -12.2178 7.2088 -15.7553
C -13.5418 16.9370 -20.4536
O -13.4133 17.7648 -21.5814
P -13.1045 17.1210 -23.0011
O -12.2901 15.9010 -22.9966
O -12.5474 18.4482 -23.8026
C -13.1964 19.6909 -23.7095
O -14.6082 17.0105 -23.5842
C -15.4129 15.9619 -23.1213
H -12.7912 17.1807 -19.7017
H -13.6688 15.8714 -20.6443
H -14.4849 17.2869 -20.0338
H -14.2534 19.4742 -23.5546
H -12.9526 20.2826 -24.5918
H -12.7022 20.2524 -22.9166
H -14.9608 15.1836 -22.5066
H -16.0817 15.5216 -23.8608
H -16.1550 16.3165 -22.4060
C -15.2156 13.1734 -19.4651
O -15.7851 14.4385 -19.0496
P -17.3502 14.7603 -19.2409
O -17.9363 14.6353 -20.6493
O -17.5016 16.2572 -18.6304
C -18.7615 16.9054 -18.8433
O -18.0706 13.8691 -18.1658
C -18.1771 12.4438 -18.2900
H -14.5312 13.5088 -20.2444
H -16.0068 12.5695 -19.9093
H -14.6747 12.7749 -18.6068
H -19.1211 17.0574 -17.8257
H -19.5116 16.2926 -19.3432
H -18.4912 17.9005 -19.1967
H -19.1715 12.0867 -18.0220
H -17.3317 11.9683 -17.7927
H -17.9635 12.1425 -19.3155
C -9.6985 10.9568 -17.6922
O -9.7185 11.8806 -18.8280
P -9.9795 11.3652 -20.3937
O -10.7169 12.3367 -21.2370
O -8.4595 11.0302 -20.9833
C -7.5841 12.0955 -21.3018
O -10.5317 9.8859 -20.2029
C -11.0429 9.0980 -21.2981
H -10.5836 10.9322 -17.0565
H -8.9455 11.2086 -16.9454
H -9.5497 9.9557 -18.0968
H -6.7224 12.2228 -20.6467
H -8.2664 12.9392 -21.4056
H -7.3314 12.0335 -22.3603
H -10.4693 9.2174 -22.2172
H -12.0858 9.3768 -21.4492
H -11.1506 8.0875 -20.9039

Its strongest force on any atom is 4.8 eV/Å. The value obtained for the HOMO-LUMO gap (alpha / beta) is 5.37 / 7.87 eV. Its calculated total energy is -132802.56884 eV. As for the spin multiplicity: 2. As for the expectation value of S²: 0.75.